1.
Below is C4H4N2OS as an isolated structure, with properties calculated with ωB97M-V/def2-TZVPD.

Structure (ORCA input):
```
! RIJCOSX wB97M-V def2-TZVPD def2/J DEFGRID3
* xyz 0 1
C -0.511 -1.323 -0.272
C 0.425 0.040 0.200
C -0.179 1.268 -0.489
C 1.906 -0.218 -0.341
H -1.921 1.187 -0.372
H -0.357 -2.267 0.306
H 0.153 -1.594 -1.195
H 0.135 1.402 1.773
N -0.659 2.446 -0.482
N 3.021 -0.507 -0.523
O 0.280 0.177 1.587
S -2.292 -0.612 -0.191
*
```

Properties
ΔE to the lowest compared entry with this formula, charge and spin: 159.56 kcal per mole



2.
Below is C41H28Cl2N11O4SSeW as an isolated structure, with properties calculated with ωB97M-V/def2-TZVPD.

Structure (ORCA input):
```
! RIJCOSX wB97M-V def2-TZVPD def2/J DEFGRID3
* xyz 1 1
W 1.580 0.610 -0.415
N -0.862 4.137 -1.856
C -0.302 2.928 -1.686
S 1.426 2.788 -1.828
N -1.107 1.922 -1.510
N -0.455 0.737 -1.283
C -1.106 -0.311 -1.649
C -2.399 -0.254 -2.358
C -2.531 0.437 -3.561
C -3.752 0.448 -4.217
C -4.845 -0.217 -3.670
C -4.714 -0.904 -2.472
C -3.490 -0.926 -1.818
C -0.461 -1.607 -1.383
C -1.027 -2.821 -1.721
C -0.369 -3.990 -1.367
C 0.826 -3.908 -0.677
C 1.344 -2.656 -0.398
N 0.726 -1.538 -0.771
H -0.288 4.953 -1.953
H -1.855 4.239 -1.738
H -1.679 0.951 -3.990
H -3.851 0.978 -5.156
H -5.802 -0.195 -4.177
H -5.561 -1.425 -2.044
H -3.401 -1.423 -0.855
H -1.971 -2.844 -2.248
H -0.799 -4.951 -1.613
H 1.360 -4.791 -0.351
H 2.258 -2.545 0.163
O 6.862 2.797 3.631
N 6.941 1.607 3.413
O 7.706 0.844 3.957
C 6.051 1.045 2.359
C 6.529 -0.045 1.702
C 5.746 -0.622 0.676
C 6.092 -1.770 -0.063
C 5.221 -2.243 -1.008
C 3.990 -1.594 -1.195
N 3.640 -0.528 -0.508
C 4.525 -0.021 0.381
C 4.128 1.163 0.985
N 2.996 1.745 0.421
C 2.450 2.929 1.067
C 3.040 3.289 2.379
C 4.166 2.752 2.832
C 4.816 1.684 2.056
H 7.484 -0.467 1.983
H 7.041 -2.262 0.117
H 5.454 -3.108 -1.612
H 3.286 -1.965 -1.927
H 2.423 3.774 0.384
H 2.510 4.042 2.951
H 4.589 3.062 3.773
Cl -4.124 1.658 -1.437
C -4.836 0.373 -0.496
C -6.148 0.017 -0.757
C -6.751 -0.968 0.008
C -6.019 -1.599 1.003
C -4.700 -1.245 1.226
Cl -3.811 -2.146 2.416
C -4.075 -0.233 0.506
N -2.740 0.116 0.728
C -2.346 0.506 2.068
C -3.040 1.501 2.747
C -2.655 1.885 4.023
C -1.578 1.249 4.635
C -0.901 0.247 3.959
C -1.275 -0.123 2.670
C -0.593 -1.258 1.957
C 0.891 -1.244 2.053
O 1.568 -1.961 2.732
O 1.475 -0.340 1.224
H -6.688 0.529 -1.542
H -7.783 -1.239 -0.166
H -6.456 -2.384 1.605
H -2.436 0.813 0.059
H -3.884 1.977 2.260
H -3.195 2.670 4.537
H -1.280 1.521 5.640
H -0.076 -0.267 4.442
H -0.895 -1.246 0.912
H -0.908 -2.207 2.393
N 1.960 0.160 -2.347
C 2.168 -0.266 -3.427
N 2.472 -0.760 -4.508
C 1.968 -0.934 -5.713
N 1.557 -1.138 -6.773
Se 0.557 2.406 1.209
*
```

Properties
ΔE to the lowest compared entry with this formula, charge and spin: 89.48 kcal per mole



3.
Below is a 12-piece molecular cluster, C41H91N5O7 overall, with properties calculated with ωB97M-V/def2-TZVPD.

Structure (ORCA input):
```
! RIJCOSX wB97M-V def2-TZVPD def2/J DEFGRID3
* xyz 0 1
C -0.023 -2.349 -5.557
C 0.280 -0.948 -6.088
C 0.446 0.118 -5.024
O 1.456 -0.972 -6.866
H 0.065 -2.974 -6.461
H -0.998 -2.374 -5.034
H 0.795 -2.684 -4.882
H -0.622 -0.659 -6.654
H -0.536 0.162 -4.509
H 0.700 1.074 -5.374
H 1.204 -0.137 -4.284
H 1.471 -1.772 -7.408
C 1.622 2.699 3.799
C 2.697 1.623 3.535
C 3.668 1.490 4.718
O 2.016 0.365 3.349
H 2.139 3.663 3.866
H 1.237 2.413 4.775
H 0.805 2.828 3.076
H 3.327 1.782 2.677
H 4.249 2.387 4.797
H 4.416 0.684 4.493
H 3.121 1.307 5.659
H 1.452 0.475 2.556
C -2.915 -0.957 -2.752
C -3.381 -2.193 -1.916
C -2.925 -3.522 -2.416
O -2.847 -2.091 -0.563
H -3.420 -1.171 -3.694
H -1.878 -0.970 -2.922
H -3.336 -0.058 -2.277
H -4.464 -2.295 -1.870
H -3.128 -4.359 -1.744
H -1.856 -3.480 -2.702
H -3.475 -3.766 -3.336
H -3.195 -1.284 -0.146
C 2.352 -4.524 4.219
C 2.086 -3.038 4.145
C 2.056 -2.373 5.510
O 3.126 -2.510 3.379
H 1.892 -5.009 5.117
H 3.437 -4.648 4.314
H 1.971 -4.978 3.323
H 1.101 -2.867 3.643
H 1.912 -1.257 5.440
H 2.969 -2.479 6.083
H 1.264 -2.769 6.132
H 3.052 -1.540 3.310
C -1.625 -2.990 2.819
C -1.086 -4.244 2.110
C -1.237 -5.491 2.970
O -1.785 -4.517 0.901
H -2.668 -3.150 2.997
H -1.367 -2.005 2.394
H -1.233 -2.937 3.839
H -0.015 -4.096 1.815
H -0.561 -5.430 3.826
H -0.990 -6.413 2.375
H -2.236 -5.614 3.337
H -1.899 -3.689 0.408
C -5.719 0.260 -0.155
C -4.778 0.869 0.835
C -4.963 0.227 2.267
O -3.457 0.732 0.386
H -5.718 -0.846 -0.253
H -5.670 0.718 -1.174
H -6.727 0.544 0.152
H -4.995 1.929 0.962
H -5.842 0.678 2.798
H -4.118 0.422 2.902
H -5.060 -0.846 2.240
H -2.831 1.121 0.993
C -0.173 1.131 -1.108
C -0.227 0.113 -0.012
C 0.428 -1.219 -0.289
O 0.388 0.692 1.121
H -0.423 0.632 -2.072
H 0.867 1.378 -1.186
H -0.776 2.011 -0.882
H -1.295 -0.072 0.159
H 1.353 -1.083 -0.848
H -0.147 -1.920 -0.891
H 0.737 -1.628 0.725
H -0.306 1.261 1.501
C -3.156 3.179 -4.537
C -4.394 3.869 -4.077
C -4.075 5.188 -3.371
C -3.488 4.901 -2.046
N -3.097 4.763 -0.969
H -2.458 2.974 -3.767
H -2.516 3.820 -5.206
H -3.298 2.274 -5.132
H -5.036 3.268 -3.414
H -4.971 4.196 -4.950
H -4.977 5.820 -3.149
H -3.369 5.856 -3.881
C 1.797 4.322 -1.445
C 2.167 3.920 -2.827
C 1.616 4.809 -3.950
C 0.174 5.130 -3.634
N -0.920 5.348 -3.407
H 1.828 5.408 -1.322
H 2.623 4.010 -0.834
H 0.801 4.030 -1.173
H 1.766 2.946 -3.100
H 3.251 3.849 -3.029
H 1.586 4.361 -4.921
H 2.161 5.756 -3.965
C 1.798 -5.788 -1.235
C 2.186 -4.566 -0.394
C 3.218 -4.907 0.720
C 4.415 -5.717 0.290
N 5.328 -6.246 -0.061
H 1.472 -6.628 -0.669
H 2.685 -6.171 -1.797
H 0.991 -5.466 -1.892
H 1.309 -4.125 0.126
H 2.518 -3.852 -1.133
H 2.728 -5.456 1.487
H 3.574 -4.040 1.291
C 5.584 0.151 1.707
C 5.522 -1.211 1.060
C 4.236 -1.385 0.266
C 4.146 -0.450 -0.836
N 4.146 0.199 -1.760
H 6.460 0.345 2.342
H 4.734 0.284 2.313
H 5.609 0.912 0.934
H 5.577 -2.103 1.656
H 6.335 -1.400 0.341
H 3.358 -1.361 0.937
H 4.195 -2.400 -0.175
C -0.181 6.551 2.092
C -1.338 5.938 2.881
C -2.343 5.088 2.118
C -1.824 3.748 1.864
N -1.371 2.720 1.520
H 0.465 5.774 1.694
H 0.410 7.147 2.810
H -0.385 7.180 1.235
H -1.848 6.776 3.358
H -1.030 5.329 3.724
H -2.659 5.553 1.180
H -3.268 4.989 2.719
*
```

Properties
SMILES string: CC(C)O.CC(C)O.CC(C)O.CC(C)O.CC(C)O.CC(C)O.CC(C)O.CCCC#N.CCCC#N.CCCC#N.CCCC#N.CCCC#N



Energy for every record listed, in sequence, given in eV: -20068.8107, -170594.8033, -65774.1449.
Max |F| for every record listed, in sequence, given in eV/A: 9.50, 2.70, 6.47.